Entry 1:
C5H31NO9 | the ωB97M-V functional and the def2-TZVPD basis

Output
Total energy, Ha: -940.63019
LUMO (alpha / beta), eV: -3.44 / -9.32
Net charge: +1
Energy above the lowest of the compared OMol25 structures with the same formula, charge and spin, eV: 0.199
2S+1: 2
HOMO energy (alpha / beta), eV: -14.1 / -14.1

Last column: Löwdin charge in e.
Geometry (Å):
C 1.455 -0.816 -0.512  -0.15
C 0.815 -0.277 -1.828  -0.34
C 1.780 0.697 -2.517  -0.03
C -0.490 0.485 -1.476  -0.19
C -1.275 0.815 -2.811  -0.04
N 0.576 -1.780 0.125  0.29
H 2.433 -1.272 -0.719  0.15
H 1.709 0.011 0.156  0.14
H 0.718 -1.145 -2.461  0.12
H 1.278 1.247 -3.341  0.09
H 2.160 1.553 -1.896  0.11
H 2.579 0.053 -2.839  0.08
H -0.166 1.339 -0.922  0.09
H -1.194 -0.159 -0.879  0.10
H -2.182 1.312 -2.592  0.06
H -0.704 1.360 -3.530  0.06
H -1.518 -0.181 -3.211  0.08
H -0.261 -1.314 0.472  0.06
H 0.950 -2.162 1.023  0.18
H -1.497 -3.542 -1.269  0.03
H -1.440 -3.064 -2.823  0.04
O -1.913 -3.053 -1.990  -0.04
H -2.880 1.509 2.050  0.03
H -3.059 1.758 0.469  0.05
O -3.262 1.177 1.212  -0.05
H 0.803 3.156 1.634  0.04
H -0.438 3.575 0.742  0.04
O 0.520 3.541 0.753  -0.07
H -0.941 -2.069 4.154  0.04
H -0.632 -1.152 2.923  -0.03
O -0.559 -1.244 3.880  -0.05
H -1.193 1.089 4.378  0.08
H -0.664 1.997 3.200  -0.02
O -1.452 1.718 3.648  -0.06
H -2.345 -0.547 1.455  0.03
H -2.230 -1.765 0.585  0.05
O -2.167 -1.520 1.536  -0.07
H 1.677 -2.955 -1.638  -0.02
H 0.906 -4.043 -2.257  0.07
O 1.669 -3.436 -2.469  -0.04
H 1.532 0.611 2.453  0.09
H 0.559 0.570 1.325  -0.01
O 0.814 1.124 2.047  -0.05
H 3.929 2.347 1.405  0.05
H 2.485 2.579 1.100  0.01
O 3.119 1.872 1.255  -0.04

Cartesian forces (eV/Å) of the 3 atoms listed first:
-0.017 -2.259 -2.035
-0.369 2.073 1.174
-0.179 0.780 0.394

---

Entry 2:
C5H9N | the ωB97M-V functional and the def2-TZVPD basis

Output
Total energy, Ha: -250.55684
LUMO (alpha / beta), eV: 0.45 / 0.45
SMILES: [H]/N=C\C=C(C)C
Energy above the lowest of the compared OMol25 structures with the same formula, charge and spin, eV: 2.996
HOMO energy (alpha / beta), eV: -7.9 / -7.9

Last column: Löwdin charge in e.
Geometry (Å):
H 3.081 1.156 -0.262  0.04
N 2.892 0.153 -0.286  0.07
C 1.868 -0.244 0.413  -0.18
C 0.795 0.595 -0.109  -0.12
C -0.455 0.076 -0.079  -0.35
C -0.779 -1.386 -0.141  -0.07
C -1.634 0.983 0.083  -0.08
H 1.740 -1.316 0.534  0.10
H 0.929 1.671 -0.092  0.11
H -1.842 -1.549 -0.314  0.08
H -0.195 -1.882 -0.915  0.09
H -0.551 -1.872 0.808  0.08
H -2.173 0.745 1.001  0.09
H -2.330 0.837 -0.746  0.08
H -1.345 2.031 0.104  0.07

Cartesian forces (eV/Å) of the 3 atoms listed first:
-1.136 0.061 -0.870
3.474 -1.973 2.983
1.296 1.585 -5.717

---

Entry 3:
C16H19ClN2O4S | the ωB97M-V functional and the def2-TZVPD basis

Output
Total energy, Ha: -1889.93458
LUMO, eV: 0.33
SMILES: CCN(CC)S(=O)(=O)c1ccc(Cl)c(C(=O)NCc2ccco2)c1
Energy above the lowest of the compared OMol25 structures with the same formula, charge and spin, eV: 0.000
HOMO energy, eV: -8.9

Last column: Löwdin charge in e.
Geometry (Å):
C -3.158 0.518 1.907  -0.06
C -3.647 -0.507 0.885  -0.24
N -2.611 -1.093 0.067  -0.25
C -1.493 -1.763 0.693  -0.27
C -1.931 -2.995 1.479  -0.07
S -2.339 -0.382 -1.401  0.67
O -3.609 -0.057 -1.977  -0.28
O -1.435 -1.222 -2.131  -0.28
C -1.474 1.156 -1.049  -0.25
C -2.146 2.365 -1.061  -0.05
C -1.465 3.526 -0.740  -0.07
C -0.118 3.465 -0.399  -0.59
Cl 0.719 4.913 -0.008  0.76
C 0.564 2.249 -0.401  -0.14
C 1.997 2.118 0.029  -0.48
O 2.416 2.544 1.082  0.07
N 2.755 1.449 -0.870  0.08
C 4.051 0.912 -0.522  -0.08
C 4.001 -0.584 -0.492  -0.26
C 4.926 -1.537 -0.801  -0.02
C 4.296 -2.787 -0.577  -0.06
C 3.037 -2.500 -0.155  -0.12
O 2.847 -1.170 -0.100  0.03
C -0.134 1.092 -0.732  0.00
H -4.015 0.970 2.399  0.08
H -2.580 1.304 1.426  0.06
H -2.540 0.047 2.668  0.07
H -4.180 -1.313 1.399  0.12
H -4.337 -0.041 0.180  0.11
H -0.933 -1.080 1.346  0.12
H -0.848 -2.070 -0.132  0.10
H -2.534 -3.642 0.848  0.08
H -2.513 -2.716 2.354  0.07
H -1.054 -3.544 1.811  0.07
H -3.190 2.377 -1.329  0.12
H -1.967 4.480 -0.749  0.11
H 2.314 1.080 -1.699  0.15
H 4.814 1.239 -1.235  0.13
H 4.293 1.317 0.467  0.13
H 5.927 -1.372 -1.142  0.11
H 4.725 -3.757 -0.716  0.10
H 2.208 -3.123 0.117  0.12
H 0.361 0.133 -0.738  0.12

Cartesian forces (eV/Å) of the 3 atoms listed first:
-0.022 -0.229 -0.153
-0.437 0.388 0.290
0.109 0.245 -1.075

---

Entry 4:
C29H28Cl5N6O4Ti | the ωB97M-V functional and the def2-TZVPD basis

Output
Total energy, Ha: -4901.75141
LUMO (alpha / beta), eV: -1.48 / -1.79
Energy above the lowest of the compared OMol25 structures with the same formula, charge and spin, eV: 0.352
2S+1: 2
HOMO energy (alpha / beta), eV: -7.8 / -9.3

Last column: Löwdin charge in e.
Geometry (Å):
Ti 0.071 -0.378 -0.090  0.96
C -0.819 2.282 2.164  -0.07
N 0.087 2.007 1.039  -0.27
C 1.463 2.163 1.559  -0.08
C -0.074 3.039 -0.004  -0.19
C -1.305 2.844 -0.871  -0.17
N -1.169 1.704 -1.784  -0.26
C -2.470 1.366 -2.350  -0.13
C -0.267 2.024 -2.891  -0.10
H -0.564 3.243 2.632  0.10
H -0.735 1.500 2.919  0.08
H -1.855 2.337 1.834  0.06
H 1.626 3.203 1.869  0.10
H 2.189 1.916 0.786  0.07
H 1.616 1.515 2.422  0.09
H 0.824 3.011 -0.622  0.06
H -0.098 4.035 0.464  0.14
H -1.492 3.779 -1.427  0.14
H -2.191 2.672 -0.254  0.10
H -2.885 2.212 -2.920  0.10
H -3.165 1.088 -1.561  0.06
H -2.364 0.513 -3.020  0.08
H -0.703 2.807 -3.531  0.10
H -0.106 1.133 -3.499  0.09
H 0.697 2.380 -2.536  0.03
O 0.708 -2.144 5.563  0.14
C -0.590 -1.897 5.440  -0.50
O -1.351 -2.002 6.362  0.09
C -1.086 -1.486 4.092  -0.03
C -2.422 -1.299 3.764  -0.56
Cl -3.804 -1.401 4.734  0.86
N -2.500 -0.938 2.459  -0.03
N -1.264 -0.855 1.925  0.10
C -0.423 -1.186 2.891  -0.16
C 1.014 -1.209 2.524  -0.52
O 1.880 -1.653 3.253  0.13
O 1.234 -0.687 1.352  -0.17
C -3.708 -0.779 1.710  -0.22
C -4.601 -1.836 1.655  -0.03
C -5.809 -1.666 0.997  -0.06
C -6.107 -0.456 0.389  -0.07
C -5.189 0.584 0.425  -0.07
C -3.982 0.425 1.088  -0.02
H 1.213 -2.032 4.712  0.07
H -4.362 -2.777 2.128  0.12
H -6.511 -2.485 0.954  0.11
H -7.050 -0.328 -0.123  0.11
H -5.414 1.524 -0.057  0.11
H -3.250 1.224 1.116  0.08
Cl 4.958 0.510 -2.186  0.65
C 3.416 1.091 -2.670  -1.38
Cl 3.125 1.255 -4.357  0.65
Cl 3.400 3.371 -1.861  0.02
C 2.341 0.698 -1.903  -0.35
N 1.413 0.530 -1.213  0.09
Cl 0.071 -3.313 0.246  0.59
C 0.848 -2.159 -0.894  -0.61
H 0.542 -2.421 -1.908  0.03
H 1.929 -2.239 -0.756  0.03
N -8.164 -4.718 -3.742  0.16
C -7.214 -4.193 -3.370  -0.18
C -6.033 -3.529 -2.901  -0.23
C -5.822 -2.190 -3.220  -0.02
C -4.692 -1.547 -2.755  -0.02
C -3.769 -2.232 -1.964  -0.23
C -3.979 -3.580 -1.667  -0.01
C -5.105 -4.229 -2.132  -0.01
C -2.626 -1.564 -1.431  -0.09
C -1.650 -0.999 -0.978  -0.13
H -6.545 -1.662 -3.826  0.12
H -4.524 -0.507 -2.991  0.11
H -3.252 -4.106 -1.065  0.12
H -5.274 -5.271 -1.902  0.12

Cartesian forces (eV/Å) of the 3 atoms listed first:
-1.357 0.312 0.248
-0.046 0.011 -0.050
0.256 -0.083 -0.037

---

Entry 5:
H3OS | the ωB97M-V functional and the def2-TZVPD basis

Output
Total energy, Ha: -475.25825
LUMO, eV: 4.54
Net charge: -1
Energy above the lowest of the compared OMol25 structures with the same formula, charge and spin, eV: 0.278
HOMO energy, eV: -2.7

Last column: Löwdin charge in e.
Geometry (Å):
S 0.318 -0.616 0.784  -0.22
H 0.059 -0.913 2.072  -0.47
H 0.215 0.928 -1.071  -0.14
H -1.111 0.452 -1.280  -0.03
O -0.531 1.173 -1.534  -0.14

Cartesian forces (eV/Å) of the 3 atoms listed first:
0.059 -0.355 0.273
0.030 0.080 -0.131
2.783 -0.607 1.919

---

Entry 6:
C40H98N2O10 | the ωB97M-V functional and the def2-TZVPD basis

Output
Total energy, Ha: -2444.51781
LUMO, eV: 0.41
SMILES: CC1(C)CCCC(C)(C)N1O.CC1(C)CCCC(C)(C)N1O.CC(C)O.CC(C)O.CC(C)O.CC(C)O.CC(C)O.CC(C)O.CC(C)O.CO
HOMO energy, eV: -8.2

Last column: Löwdin charge in e.
Geometry (Å):
C -0.976 6.280 4.569  -0.03
C -0.166 4.996 4.826  -0.46
C 0.347 4.796 6.234  -0.05
C -1.255 3.844 4.660  -0.11
C -1.458 3.325 3.189  -0.14
C -0.093 3.015 2.467  -0.14
C 0.874 4.211 2.556  -0.43
C 2.242 3.552 2.081  -0.02
C 0.294 5.302 1.507  -0.01
N 0.986 4.832 3.872  -0.13
O 1.966 5.803 3.875  0.01
H -1.574 6.123 3.671  0.06
H -1.663 6.490 5.389  0.09
H -0.420 7.172 4.280  0.08
H -0.414 4.718 7.011  0.08
H 0.921 3.874 6.330  0.08
H 0.899 5.669 6.581  0.08
H -0.898 2.926 5.128  0.11
H -2.242 4.089 5.054  0.12
H -2.074 2.429 3.264  0.09
H -2.042 4.075 2.655  0.09
H -0.360 2.755 1.442  0.09
H 0.494 2.162 2.807  0.09
H 2.662 2.815 2.765  0.07
H 3.084 4.244 2.069  0.07
H 2.151 2.967 1.166  0.06
H -0.055 4.817 0.596  0.06
H 1.129 5.955 1.254  0.07
H -0.549 5.922 1.814  0.06
H 1.580 6.514 3.358  0.08
C 1.460 -3.334 -3.593  -0.02
C 1.146 -3.162 -5.086  -0.47
C 2.435 -2.833 -5.853  -0.04
C 0.703 -4.562 -5.654  -0.13
C -0.739 -4.938 -5.213  -0.17
C -1.684 -3.815 -5.687  -0.12
C -1.260 -2.401 -5.209  -0.48
C -2.057 -1.461 -6.082  -0.04
C -1.644 -2.226 -3.712  0.00
N 0.178 -2.128 -5.434  -0.13
O 0.571 -0.832 -5.311  -0.01
H 0.757 -3.956 -3.040  0.04
H 1.237 -2.383 -3.109  0.07
H 2.491 -3.628 -3.395  0.09
H 2.328 -2.829 -6.938  0.09
H 3.236 -3.519 -5.578  0.09
H 2.853 -1.862 -5.586  0.07
H 0.817 -4.747 -6.722  0.11
H 1.376 -5.330 -5.274  0.11
H -0.661 -5.071 -4.134  0.09
H -1.054 -5.868 -5.687  0.11
H -2.673 -4.099 -5.326  0.12
H -1.640 -3.781 -6.776  0.12
H -1.689 -1.424 -7.108  0.09
H -3.133 -1.624 -6.152  0.09
H -1.950 -0.485 -5.609  0.07
H -1.371 -1.215 -3.409  0.06
H -2.716 -2.304 -3.528  0.08
H -1.183 -2.945 -3.035  0.08
H 0.726 -0.620 -6.234  0.13
C 1.373 -0.585 4.230  -0.04
C 1.967 -0.359 5.657  -0.50
C 3.084 0.683 5.611  -0.05
O 0.945 0.086 6.454  -0.03
H 2.189 -0.568 3.507  0.04
H 0.687 0.172 3.848  0.06
H 1.012 -1.603 4.091  0.07
H 2.365 -1.281 6.080  0.13
H 2.764 1.679 5.306  0.07
H 3.894 0.431 4.927  0.07
H 3.472 0.804 6.622  0.08
H 1.334 0.827 6.924  0.08
C -2.521 2.480 -0.991  -0.03
C -2.272 3.013 -2.434  -0.46
C -2.322 1.970 -3.567  -0.04
O -3.274 3.997 -2.642  -0.06
H -1.679 1.854 -0.694  0.06
H -3.425 1.871 -0.996  0.06
H -2.700 3.340 -0.345  0.07
H -1.267 3.433 -2.467  0.12
H -1.776 2.199 -4.482  0.08
H -3.340 1.724 -3.872  0.08
H -1.873 1.040 -3.217  0.05
H -3.270 4.668 -1.956  0.08
C 2.132 -6.130 1.048  -0.07
C 1.590 -6.715 -0.204  -0.53
C 1.393 -5.670 -1.281  -0.07
O 2.509 -7.706 -0.594  -0.04
H 1.340 -5.549 1.520  0.08
H 3.087 -5.613 0.953  0.09
H 2.300 -6.929 1.770  0.08
H 0.625 -7.178 0.006  0.14
H 1.120 -6.149 -2.221  0.08
H 2.334 -5.143 -1.438  0.08
H 0.689 -4.896 -0.976  0.07
H 2.076 -8.235 -1.268  0.09
C -1.434 -1.247 1.578  -0.02
C -0.322 -0.848 0.542  -0.46
C 0.672 -1.962 0.455  -0.06
O -0.891 -0.771 -0.738  -0.09
H -2.309 -0.599 1.631  0.07
H -1.038 -1.288 2.592  0.06
H -1.781 -2.279 1.522  0.08
H 0.215 0.072 0.773  0.11
H 0.201 -2.835 0.004  0.08
H 1.041 -2.029 1.479  0.08
H 1.472 -1.727 -0.247  0.07
H -0.390 -0.427 -1.481  0.03
C 1.791 1.665 -1.289  -0.01
C 1.515 1.198 -2.796  -0.41
C 2.800 0.675 -3.451  -0.05
O 0.655 0.120 -2.664  -0.10
H 1.130 2.505 -1.077  0.06
H 2.772 2.134 -1.212  0.07
H 1.650 0.875 -0.550  0.06
H 1.092 1.980 -3.427  0.14
H 3.161 -0.303 -3.134  0.08
H 3.684 1.292 -3.287  0.08
H 2.689 0.639 -4.535  0.07
H 0.578 -0.330 -3.508  0.04
C -6.050 -0.727 2.045  -0.05
C -6.157 0.056 3.352  -0.51
C -5.044 1.107 3.587  -0.05
O -7.309 0.790 3.208  -0.06
H -6.055 -0.090 1.161  0.07
H -6.923 -1.369 1.927  0.08
H -5.143 -1.331 2.054  0.08
H -6.284 -0.612 4.204  0.14
H -5.205 1.777 4.432  0.08
H -5.054 1.750 2.707  0.07
H -4.056 0.651 3.649  0.06
H -7.127 1.411 2.499  0.09
C 5.712 1.479 1.212  -0.04
C 5.271 0.167 0.609  -0.51
C 4.104 -0.518 1.317  -0.06
O 4.873 0.515 -0.660  -0.06
H 6.443 1.931 0.541  0.08
H 6.281 1.347 2.133  0.08
H 4.927 2.234 1.223  0.07
H 6.055 -0.581 0.497  0.14
H 3.125 -0.042 1.371  0.06
H 4.357 -0.629 2.372  0.07
H 3.972 -1.553 1.002  0.08
H 4.216 -0.124 -0.945  0.07
C -4.407 -0.976 -1.554  -0.19
O -3.521 -1.897 -1.006  -0.11
H -4.569 -0.038 -1.023  0.05
H -4.127 -0.596 -2.536  0.06
H -5.413 -1.394 -1.585  0.08
H -2.656 -1.502 -0.877  0.02

Cartesian forces (eV/Å) of the 3 atoms listed first:
0.076 0.071 -0.502
-1.142 -0.766 -0.783
0.296 0.932 0.970

---

Entry 7:
C7H10N4 | the ωB97M-V functional and the def2-TZVPD basis

Output
Total energy, Ha: -491.53087
LUMO, eV: 0.08
SMILES: Nc1nnc2c(n1)CCCC2
Energy above the lowest of the compared OMol25 structures with the same formula, charge and spin, eV: 6.619
HOMO energy, eV: -9.1

Last column: Löwdin charge in e.
Geometry (Å):
N -0.311 0.629 -3.351  0.00
C 0.055 0.318 -2.005  -0.54
N 1.370 0.574 -1.749  0.09
N 1.716 0.269 -0.430  0.08
C 0.773 -0.061 0.363  -0.24
C -0.646 -0.336 -0.066  -0.19
N -0.860 -0.026 -1.253  0.17
C -1.588 -0.792 1.072  -0.13
C -1.381 -0.014 2.315  -0.23
C 0.034 -0.044 2.823  -0.17
C 1.134 -0.568 1.745  -0.09
H 0.771 0.799 -3.901  0.15
H -0.554 1.745 -3.716  0.16
H -2.739 -0.798 0.535  0.17
H -1.611 -2.117 1.025  0.21
H -1.900 -0.316 3.052  0.02
H -1.425 1.209 2.370  0.19
H -0.001 -0.589 3.806  0.13
H 0.514 0.765 3.086  0.03
H 2.134 -0.309 2.234  0.14
H 1.118 -1.531 1.515  0.05

Cartesian forces (eV/Å) of the 3 atoms listed first:
3.801 3.975 -4.726
6.104 4.812 -5.221
-1.573 -1.699 2.130

---

Entry 8:
C2H5IO | the ωB97M-V functional and the def2-TZVPD basis

Output
Total energy, Ha: -451.87505
LUMO (alpha / beta), eV: 0.25 / -2.59
Energy above the lowest of the compared OMol25 structures with the same formula, charge and spin, eV: 1.986
2S+1: 3
HOMO energy (alpha / beta), eV: -7.1 / -9.1

Last column: Löwdin charge in e.
Geometry (Å):
C 1.154 1.334 -0.823  -0.25
C -0.625 -1.178 0.788  -0.59
O 1.668 0.229 -0.889  0.04
I -1.928 -0.757 -0.877  0.61
H 0.705 1.669 0.060  0.06
H 0.764 2.038 -1.598  0.11
H 0.386 -0.801 0.612  -0.07
H -0.441 -2.195 1.125  -0.03
H -1.682 -0.339 1.602  0.13

Cartesian forces (eV/Å) of the 3 atoms listed first:
-1.113 4.624 -1.125
-2.936 2.633 1.784
1.527 -3.575 -0.702